Entry from OMol25: 2 unconnected molecules or ions with the total composition C6H10N4 (ωB97M-V/def2-TZVPD).

Results
lowest unoccupied orbital energy = 0.92 eV
energy above the lowest of the compared OMol25 structures with the same formula, charge and spin = 407.2 kJ/mol
frontier orbital gap = 0.3072 Eh
highest occupied orbital energy = -7.442 eV

```
20
C6H10N4 ωB97M-V/def2-TZVPD
C 1.68 0.81 -0.79
C 1.15 1.61 -1.66
C 0.81 -0.36 -0.66
C -0.24 -0.17 -1.51
C 0.54 0.35 2.86
C -0.52 0.48 1.90
N -2.47 0.17 0.58
N -1.56 0.33 1.39
N -0.04 1.09 -2.08
N -1.14 -1.15 -2.00
H 2.58 0.81 -0.29
H 1.75 2.44 -2.13
H 1.47 0.38 2.35
H 0.47 -0.51 3.51
H 0.64 1.07 3.68
H 1.04 -1.37 -0.14
H -3.20 0.71 0.74
H -0.49 1.29 -3.02
H -1.17 -1.97 -1.36
H -2.09 -0.75 -1.92
```

***

Entry from OMol25: a gas-phase ion, C6H10N4 (charge +2) (ωB97M-V/def2-TZVPD).

Results
lowest unoccupied orbital energy = -10.19 eV
energy above the lowest of the compared OMol25 structures with the same formula, charge and spin = 160.2 kJ/mol
frontier orbital gap = 0.2982 Eh
highest occupied orbital energy = -18.302 eV
charge = +2

```
20
C6H10N4 ωB97M-V/def2-TZVPD
C 1.11 0.46 1.28
C 0.55 0.24 -0.07
C -0.08 1.65 -0.52
N -1.35 1.69 0.11
C -2.05 0.82 0.66
N -1.69 -0.52 0.56
C -0.55 -0.89 0.06
N -0.19 -1.87 -0.78
C 0.98 -1.62 -1.38
N 1.44 -0.50 -0.98
H 0.92 1.52 1.64
H 2.25 0.26 1.27
H 0.71 -0.17 2.04
H 0.51 2.41 -0.20
H -0.09 1.70 -1.58
H -3.02 1.00 1.18
H -2.43 -1.20 0.91
H -0.64 -2.74 -0.77
H 1.38 -2.24 -2.11
H 2.24 0.01 -1.33
```

***

Entry from OMol25: a gas-phase ion, C6H10N5 (charge +1) (ωB97M-V/def2-TZVPD).

Results
lowest unoccupied orbital energy (alpha / beta) = -4.32 / -4.32 eV
energy above the lowest of the compared OMol25 structures with the same formula, charge and spin = 526.8 kJ/mol
frontier orbital gap (alpha / beta) = 0.2735 / 0.2735 Eh
highest occupied orbital energy (alpha / beta) = -11.762 / -11.763 eV
charge = +1

```
21
C6H10N5 ωB97M-V/def2-TZVPD
C -2.64 -0.07 -1.19
C -3.57 -0.80 -0.48
C -1.83 0.48 -0.14
C -0.61 1.03 -0.41
C 1.75 1.39 -0.61
C 2.11 0.73 0.75
N -3.36 -0.73 0.84
N 0.40 1.41 -0.90
N -2.35 0.12 1.08
N 1.33 -0.41 1.00
N 1.89 -1.61 0.34
H -2.46 0.14 -2.32
H -4.43 -1.50 -0.83
H 2.09 2.38 -0.64
H 2.43 0.85 -1.40
H 3.20 0.70 0.71
H 1.86 1.38 1.56
H -1.88 0.29 2.05
H 2.88 -1.91 0.59
H 2.04 -1.62 -0.62
H 1.15 -2.25 0.64
```

***

Entry from OMol25: a gas-phase ion, C6H10N5O (charge +1) (ωB97M-V/def2-TZVPD).

Results
lowest unoccupied orbital energy = -4.59 eV
energy above the lowest of the compared OMol25 structures with the same formula, charge and spin = 576.0 kJ/mol
frontier orbital gap = 0.3337 Eh
highest occupied orbital energy = -13.672 eV
charge = +1

```
22
C6H10N5O ωB97M-V/def2-TZVPD
C 1.44 1.49 -0.68
N 2.53 0.91 -0.54
C 2.58 -0.42 -0.06
C 1.29 -0.96 0.62
N 0.18 -0.53 -0.17
C -0.96 -1.17 -0.01
C -2.19 -1.10 -0.81
N -3.15 -0.31 -0.61
O -2.93 0.70 0.24
N -1.75 0.54 1.01
N -0.81 1.48 0.65
C 0.06 0.87 -0.47
H 1.59 2.50 -1.09
H 3.58 -0.43 0.40
H 2.80 -1.17 -0.83
H 1.45 -1.96 0.72
H 1.36 -0.55 1.73
H -1.06 -2.09 0.59
H -2.38 -1.78 -1.67
H -1.75 0.57 2.02
H -1.27 2.28 0.26
H -0.59 1.14 -1.29
```

***

Entry from OMol25: a gas-phase ion, C6H10NO (charge -1) (ωB97M-V/def2-TZVPD).

Results
lowest unoccupied orbital energy (alpha / beta) = 4.16 / 4.19 eV
energy above the lowest of the compared OMol25 structures with the same formula, charge and spin = 301.6 kJ/mol
frontier orbital gap (alpha / beta) = 0.2137 / 0.2330 Eh
highest occupied orbital energy (alpha / beta) = -1.660 / -2.149 eV
charge = -1

```
18
C6H10NO ωB97M-V/def2-TZVPD
C 1.35 -0.45 0.23
C 2.41 -1.13 0.69
C 0.26 -1.07 -0.63
C -1.04 -0.77 0.14
C -1.44 0.64 0.29
C -1.55 1.73 -0.75
N 1.21 0.88 0.33
O 1.70 1.62 1.27
H 3.19 -0.75 1.41
H 2.51 -2.19 0.24
H 0.21 -0.75 -1.62
H 0.39 -2.10 -0.59
H -1.77 -1.23 -0.51
H -0.89 -1.30 1.02
H -1.69 0.97 1.28
H -2.58 2.18 -0.48
H -1.55 1.34 -1.85
H -0.72 2.38 -0.46
```

***

Entry from OMol25: a gas-phase ion, C6H10NO (charge +1) (ωB97M-V/def2-TZVPD).

Results
lowest unoccupied orbital energy = -5.76 eV
energy above the lowest of the compared OMol25 structures with the same formula, charge and spin = 418.9 kJ/mol
frontier orbital gap = 0.3636 Eh
highest occupied orbital energy = -15.655 eV
charge = +1

```
18
C6H10NO ωB97M-V/def2-TZVPD
C -2.81 -0.16 0.14
C -3.27 -1.11 0.92
C -1.46 0.33 -0.28
C 1.52 -0.83 -0.95
C 1.73 0.31 1.29
C 0.99 0.25 -0.07
N -0.39 -0.12 0.30
O -1.31 1.27 -1.25
H -3.83 0.27 -0.37
H 1.69 -1.60 -0.27
H 0.82 -1.05 -1.71
H 2.41 -0.65 -1.46
H 1.18 0.99 1.88
H 2.63 0.76 1.26
H 1.89 -0.66 1.65
H 0.96 1.32 -0.35
H -0.63 -0.95 0.91
H -2.10 1.64 -1.64
```

***

Entry from OMol25: 2 unconnected molecules or ions with the total composition C6H10NO2P (ωB97M-V/def2-TZVPD).

Results
lowest unoccupied orbital energy = -0.11 eV
energy above the lowest of the compared OMol25 structures with the same formula, charge and spin = 531.3 kJ/mol
frontier orbital gap = 0.2783 Eh
highest occupied orbital energy = -7.684 eV

```
20
C6H10NO2P ωB97M-V/def2-TZVPD
C -0.38 1.02 -0.48
C -0.72 -0.13 0.30
C 0.90 1.41 -0.37
C 0.39 -0.62 0.88
C -2.94 -0.57 -0.64
C 3.06 -0.06 0.00
N -1.78 -0.91 0.21
O 1.54 2.46 -0.95
O -0.47 -1.93 2.35
P 1.71 0.67 1.08
H -1.12 1.40 -1.14
H -2.79 -1.02 -1.71
H -3.82 -1.16 -0.26
H -3.10 0.48 -0.62
H 3.98 0.56 0.04
H 2.62 -0.05 -1.04
H 3.29 -1.06 0.34
H -1.96 -1.68 0.78
H 1.39 2.91 -1.77
H 0.21 -1.73 3.00
```

***

Entry from OMol25: 2 unconnected molecules or ions with the total composition C6H10NO3 (ωB97M-V/def2-TZVPD).

Results
lowest unoccupied orbital energy (alpha / beta) = 0.12 / -2.33 eV
energy above the lowest of the compared OMol25 structures with the same formula, charge and spin = 87.5 kJ/mol
frontier orbital gap (alpha / beta) = 0.3587 / 0.2782 Eh
highest occupied orbital energy (alpha / beta) = -9.643 / -9.901 eV
2S+1 = 2

```
20
C6H10NO3 ωB97M-V/def2-TZVPD
C -1.12 -1.60 0.52
C -1.76 -0.66 -0.24
C -2.42 0.42 0.50
O -3.39 1.05 0.10
C -0.66 -2.93 0.00
H -1.31 -1.58 1.60
C -1.78 -0.64 -1.74
H -1.99 0.66 1.50
H 0.25 -3.25 0.52
H -1.42 -3.70 0.21
H -0.45 -2.90 -1.08
H -2.47 0.13 -2.10
H -0.78 -0.42 -2.15
H -2.10 -1.61 -2.14
C 1.43 -0.35 1.30
H 0.93 0.47 1.80
H 1.77 -1.26 1.79
N 2.11 -0.01 0.12
O 1.92 1.10 -0.36
O 2.80 -0.87 -0.42
```

***

Entry from OMol25: 2 unconnected molecules or ions with the total composition C6H10NO3S2 (ωB97M-V/def2-TZVPD).

Results
lowest unoccupied orbital energy = 2.69 eV
energy above the lowest of the compared OMol25 structures with the same formula, charge and spin = 27.1 kJ/mol
frontier orbital gap = 0.2704 Eh
highest occupied orbital energy = -4.663 eV
charge = -1

```
22
C6H10NO3S2 ωB97M-V/def2-TZVPD
C 1.88 3.05 1.37
C 1.02 1.77 1.90
C -0.26 1.80 1.25
C -2.06 -0.41 0.78
C -2.18 -0.88 -0.61
C 1.34 0.05 -1.33
N -0.64 1.58 0.03
O 2.57 2.82 0.44
O 1.68 4.03 2.03
O -0.70 1.41 -2.41
S -1.12 -1.03 1.94
S 0.30 1.62 -1.36
H 1.68 0.95 1.57
H 1.01 1.89 2.96
H -1.13 2.14 1.82
H -2.93 0.37 1.04
H -3.16 -1.50 -0.72
H -1.34 -1.51 -0.79
H -2.06 -0.02 -1.25
H 2.35 0.12 -1.73
H 0.79 -0.86 -1.58
H 1.43 -0.01 -0.26
```

***

Entry from OMol25: a gas-phase ion, C6H10NO4 (charge -1) (ωB97M-V/def2-TZVPD).

Results
lowest unoccupied orbital energy = 3.76 eV
energy above the lowest of the compared OMol25 structures with the same formula, charge and spin = 158.8 kJ/mol
frontier orbital gap = 0.3063 Eh
highest occupied orbital energy = -4.575 eV
charge = -1

```
21
C6H10NO4 ωB97M-V/def2-TZVPD
C 1.39 1.15 -0.72
N 0.47 0.05 -0.79
C 1.09 -1.26 -0.90
C -0.49 0.10 0.31
C 0.14 0.06 1.91
C -1.40 1.43 -0.03
O -2.16 1.27 -0.98
O -1.17 2.41 0.66
C -1.33 -1.19 0.19
O -1.25 -2.12 0.99
O -2.17 -1.24 -0.87
H 2.41 1.09 -0.11
H 1.55 1.32 -1.82
H 0.93 1.98 -0.40
H 0.37 -2.00 -0.83
H 1.58 -1.56 -1.90
H 1.79 -1.37 -0.13
H 0.40 1.11 2.06
H 0.96 -0.77 1.80
H -0.61 -0.19 2.51
H -2.49 -0.27 -0.97
```

***

Entry from OMol25: 2 unconnected molecules or ions with the total composition C6H10NOS (ωB97M-V/def2-TZVPD).

Results
lowest unoccupied orbital energy = -4.49 eV
energy above the lowest of the compared OMol25 structures with the same formula, charge and spin = 57.6 kJ/mol
frontier orbital gap = 0.3211 Eh
highest occupied orbital energy = -13.226 eV
charge = +1

```
19
C6H10NOS ωB97M-V/def2-TZVPD
C -0.68 -1.73 2.33
C -1.99 -1.96 2.14
C -0.81 0.86 -0.24
C 0.34 1.51 -0.40
C -1.02 -0.28 0.61
C 0.78 2.49 -1.41
N -0.19 -0.73 1.53
O 0.18 -2.16 -0.76
S -2.57 -1.16 0.73
H -0.07 -2.25 3.17
H -2.58 -2.58 2.74
H -1.74 1.05 -0.73
H 1.18 0.92 0.22
H -0.08 3.01 -1.80
H 1.35 3.26 -1.02
H 1.43 2.02 -2.12
H 0.76 -0.38 1.61
H -0.27 -2.81 -0.25
H 0.71 -2.73 -1.42
```

***

Entry from OMol25: a gas-phase ion, C6H10NOS2 (charge +1) (ωB97M-V/def2-TZVPD).

Results
lowest unoccupied orbital energy = -4.98 eV
energy above the lowest of the compared OMol25 structures with the same formula, charge and spin = 141.5 kJ/mol
frontier orbital gap = 0.2905 Eh
highest occupied orbital energy = -12.883 eV
charge = +1

```
20
C6H10NOS2 ωB97M-V/def2-TZVPD
C 0.87 -0.59 0.16
C 1.36 1.72 0.35
C -0.31 -1.24 -0.51
C -0.39 -2.76 -0.57
C -0.73 -0.39 -1.64
C -0.63 0.89 1.64
N 0.56 0.77 0.75
O 1.99 -0.94 0.19
S -1.56 -2.09 0.58
S 1.03 3.33 0.95
H 1.88 1.54 -0.57
H -0.80 -3.19 -1.43
H 0.39 -3.35 -0.03
H -1.88 -0.72 -1.88
H -0.10 -0.35 -2.55
H -1.06 0.65 -1.37
H -1.31 0.16 1.40
H -1.06 1.82 1.61
H -0.34 0.69 2.58
H 2.09 4.05 0.36
```